DFT (ωB97M-V/def2-TZVPD) results for a structure of composition C20H27BrFNO2S7SbTc.

Cartesian coordinates (Å):
Tc: 0.10821 0.11126 0.59030
C: -4.06458 3.58325 -0.92160
C: -2.62474 3.41561 -0.51579
C: -1.80480 4.50929 -0.25055
C: -0.48037 4.32043 0.09950
C: -0.02675 3.02376 0.18778
Br: 1.77177 2.63880 0.63985
N: -0.78037 1.95102 -0.02061
C: -2.06388 2.16010 -0.38033
H: -4.59649 4.20660 -0.20238
H: -4.57637 2.62456 -0.99071
H: -4.13351 4.07697 -1.89210
H: -2.20338 5.51509 -0.31273
H: 0.18078 5.14853 0.31143
H: -2.66123 1.27352 -0.55521
S: 3.49149 -4.00283 0.95712
Sb: 2.60875 -6.31082 1.36138
S: 1.24604 -1.77379 1.56572
S: 1.95752 -3.00077 0.08610
S: 0.48951 -6.08580 0.89150
C: -2.82511 -4.20482 2.73374
O: -2.72963 -3.12108 1.74585
C: -1.63713 -2.46200 1.58955
S: -0.28741 -2.83009 2.55544
S: -1.77036 -1.16790 0.45064
H: -3.81876 -4.61264 2.60634
H: -2.70391 -3.78440 3.72949
H: -2.06384 -4.95091 2.51969
F: -0.72844 1.34128 6.52271
C: -0.47902 1.16895 5.22333
C: -1.50514 1.34265 4.31932
C: -1.23767 1.17456 2.96465
C: 0.02972 0.76569 2.52802
C: 1.05450 0.63514 3.48354
C: 0.80857 0.84323 4.82936
H: -2.48715 1.62966 4.67260
H: -2.04084 1.34895 2.25904
H: 2.06704 0.39759 3.17592
H: 1.59188 0.75582 5.57205
C: -0.63822 -2.26546 -2.85432
C: -0.61507 -0.81799 -3.33894
C: 0.81853 -0.30227 -3.56067
S: 1.29128 0.82796 -2.27048
O: 1.38734 -0.07802 -0.98299
C: 3.00098 1.23243 -2.65417
C: 3.86471 0.18210 -3.34141
C: 4.19612 -1.01946 -2.45730
H: -1.66223 -2.60029 -2.68469
H: -0.08347 -2.37832 -1.92074
H: -0.19049 -2.92877 -3.59658
H: -1.13867 -0.17679 -2.61988
H: -1.16144 -0.73668 -4.27697
H: 0.91335 0.28692 -4.47721
H: 1.54541 -1.11401 -3.58117
H: 3.40919 1.50733 -1.67940
H: 2.91399 2.14668 -3.24867
H: 4.79025 0.69213 -3.61578
H: 3.41298 -0.13531 -4.28147
H: 4.73391 -0.70203 -1.56056
H: 4.83485 -1.72055 -2.99423
H: 3.30177 -1.55409 -2.13231

Cartesian forces, eV/Å:
Tc -0.08 -0.60 0.41
C 0.11 0.01 0.02
C -0.22 -0.01 -0.06
C 0.05 0.13 0.03
C 0.00 0.12 -0.01
C 0.06 -0.07 0.03
Br -0.01 0.10 0.05
N -0.34 0.18 -0.12
C 0.13 -0.12 -0.01
H 0.01 -0.02 0.00
H 0.02 0.02 0.01
H 0.01 -0.02 0.01
H 0.01 -0.02 -0.02
H -0.01 -0.01 -0.02
H 0.02 -0.01 0.03
S 0.08 -0.06 0.09
Sb 0.11 0.03 0.01
S 0.07 0.41 0.01
S -0.18 -0.03 -0.12
S -0.15 0.01 -0.02
C 0.04 0.13 -0.13
O -0.03 -0.16 0.16
C -0.19 0.01 -0.08
S 0.18 -0.15 0.05
S 0.21 0.07 -0.09
H -0.05 0.01 -0.03
H 0.00 0.05 0.02
H 0.03 -0.03 -0.05
F 0.01 0.00 -0.03
C -0.01 0.01 0.10
C -0.09 0.00 -0.08
C 0.11 0.07 -0.02
C 0.29 -0.06 -0.04
C -0.20 0.01 0.02
C 0.12 -0.02 -0.08
H 0.02 -0.01 -0.01
H -0.01 0.00 0.02
H -0.03 -0.02 0.01
H -0.04 0.02 -0.03
C -0.02 0.03 -0.02
C 0.07 -0.11 0.09
C -0.11 -0.10 -0.05
S 0.04 0.13 0.46
O -0.19 -0.03 -0.24
C 0.08 -0.02 -0.18
C 0.09 -0.11 0.18
C 0.01 0.04 -0.06
H 0.04 0.01 -0.01
H 0.00 0.00 -0.01
H 0.00 0.02 0.02
H -0.01 0.03 -0.06
H -0.02 0.04 -0.01
H 0.02 -0.02 0.01
H -0.01 0.00 -0.05
H -0.02 0.06 -0.02
H 0.03 -0.02 0.00
H -0.01 0.00 -0.03
H -0.01 0.03 -0.03
H -0.05 -0.01 -0.02
H -0.02 0.02 0.01
H 0.02 0.02 -0.01

Results
**HOMO energy**: -13.38 eV
**Gap between HOMO and LUMO**: 6.63 eV
**Net charge**: +2